Density functional theory data (ωB97M-V/def2-TZVPD) for 2 unconnected molecules or ions with the total composition C6H12INO4 at a distorted geometry.

The geometry in XYZ format:
```
24
Properties=species:S:1:pos:R:3:mulliken_charge:R:1
C -0.0573 2.3785 -0.9730 -1.005
C 2.2048 -1.5244 0.4744 -1.108
C 0.2930 -2.5718 -0.7376 -0.883
C -1.0373 1.9735 0.2208 0.235
C 1.1263 -1.5941 -0.5316 0.895
C -1.3669 0.5990 0.4144 -0.250
N -0.8455 -0.0810 1.4190 0.748
O 0.1446 0.2545 2.1596 -0.803
O -1.3107 -1.3704 1.7661 -0.427
O -2.3054 2.7375 0.0514 -0.571
O 1.2027 -0.5204 -1.4442 -0.501
I -2.9116 -0.3437 -0.6633 0.120
H -0.1539 1.7244 -1.8734 0.190
H -0.0891 3.5054 -1.0924 0.381
H 1.0571 2.3183 -0.5400 0.277
H 2.3087 -2.4982 0.9246 0.338
H 1.8711 -0.7176 1.2445 0.201
H 3.2548 -1.2334 0.1060 0.285
H -0.6300 -1.5466 2.5104 0.399
H 0.4105 -3.4531 -0.0440 0.185
H -0.5251 -2.4911 -1.4304 0.289
H -0.5842 2.3225 1.1261 0.335
H -2.7148 2.7995 -0.8652 0.355
H 0.6585 -0.6673 -2.2224 0.316
```

Summary:
orbital gap = 8.955 eV
energy = -24191.889 eV
strongest force on any atom = 4.71 eV/Å
structure (SMILES) = C[C@@H](O)/C(I)=[N+](\[O-])O.C=C(C)O
energy above the lowest of the compared OMol25 structures with the same formula, charge and spin = 26.6 kcal per mole
LUMO energy = 0.04 eV